Record 1
{
  "formula": "C26H72N6O8",
  "method": "the ωB97M-V functional and the def2-TZVPD basis",
  "orbital_gap_ev": 9.21,
  "homo_ev": -8.70,
  "smiles": "COC[C@H](C)N.COC[C@H](C)N.COC[C@H](C)N.COC[C@H](C)N.COC[C@H](C)N.COC[C@H](C)N.OCCO",
  "multiplicity": 1,
  "charge": 0,
  "energy_ha": -1964.0941,
  "symbols": ["C", "O", "C", "C", "C", "N", "H", "H", "H", "H", "H", "H", "H", "H", "H", "H", "H", "C", "O", "C", "C", "C", "N", "H", "H", "H", "H", "H", "H", "H", "H", "H", "H", "H", "C", "O", "C", "C", "C", "N", "H", "H", "H", "H", "H", "H", "H", "H", "H", "H", "H", "C", "O", "C", "C", "C", "N", "H", "H", "H", "H", "H", "H", "H", "H", "H", "H", "H", "C", "O", "C", "C", "C", "N", "H", "H", "H", "H", "H", "H", "H", "H", "H", "H", "H", "C", "O", "C", "C", "C", "N", "H", "H", "H", "H", "H", "H", "H", "H", "H", "H", "H", "O", "C", "C", "O", "H", "H", "H", "H", "H", "H"],
  "xyz": [[9.48865, -11.41518, -15.62030], [10.88044, -11.56350, -15.80010], [11.36540, -10.81022, -16.87508], [12.90070, -10.73278, -16.82500], [13.31861, -9.80441, -15.71321], [13.30016, -10.21256, -18.14409], [8.96921, -11.61524, -16.56576], [9.18416, -10.41125, -15.30212], [9.21475, -12.12652, -14.84490], [11.07948, -11.30563, -17.81932], [10.99375, -9.77886, -16.93132], [13.21174, -11.77395, -16.66750], [12.75332, -8.87466, -15.73541], [14.39502, -9.61215, -15.74503], [13.15534, -10.28472, -14.74627], [12.91653, -10.74492, -18.91140], [14.30635, -10.34212, -18.14495], [14.08329, -13.75288, -19.35702], [14.12613, -12.49040, -19.97501], [12.92815, -12.09018, -20.65089], [13.01413, -12.42347, -22.14075], [12.62819, -13.88940, -22.43970], [14.36276, -12.16476, -22.71587], [13.07720, -14.08005, -19.07359], [14.65696, -13.80010, -18.42933], [14.50827, -14.50226, -20.03497], [12.05180, -12.47467, -20.12421], [12.95656, -10.99817, -20.60675], [12.29113, -11.84656, -22.72546], [12.68971, -14.06590, -23.51285], [11.55361, -13.96023, -22.25085], [13.22739, -14.55100, -21.82076], [14.73242, -11.42527, -22.12576], [14.83276, -13.04283, -22.52024], [18.03399, -12.43607, -23.07535], [18.80551, -11.27775, -23.05050], [18.93249, -10.75316, -21.73818], [20.01798, -9.69744, -21.75572], [21.36737, -10.37399, -22.06108], [20.05983, -9.08856, -20.40459], [16.95433, -12.27249, -23.16651], [18.07519, -13.03304, -22.14630], [18.36405, -13.16587, -23.81486], [17.97833, -10.28343, -21.46243], [19.18695, -11.53836, -21.01712], [19.84192, -8.93694, -22.51870], [21.35616, -10.87510, -23.02801], [21.53000, -11.14186, -21.29698], [22.17925, -9.65009, -21.99887], [20.73179, -8.33241, -20.37425], [20.39292, -9.84175, -19.81083], [17.08060, -9.31285, -18.06024], [17.49446, -10.48374, -17.37829], [17.28546, -11.67430, -18.11268], [17.68481, -12.77367, -17.11835], [19.14605, -12.71021, -16.72241], [17.47366, -14.11045, -17.68995], [15.98553, -9.23814, -17.96369], [17.23969, -9.36213, -19.14093], [17.52186, -8.45164, -17.56956], [16.22911, -11.83361, -18.37615], [17.89696, -11.75807, -19.02037], [17.04124, -12.63878, -16.24695], [19.38313, -11.80690, -16.16098], [19.83451, -12.70776, -17.57287], [19.35560, -13.58156, -16.10022], [18.29595, -14.41826, -18.19560], [16.71751, -14.19049, -18.35871], [16.56047, -7.67185, -25.51920], [17.53051, -6.81305, -26.03737], [18.27220, -6.14147, -25.04082], [17.79865, -4.71328, -24.81061], [17.60493, -3.96452, -26.10621], [18.72612, -3.96837, -23.91631], [15.77955, -7.12284, -24.96557], [16.95384, -8.38886, -24.78593], [16.07258, -8.19992, -26.33482], [18.39705, -6.74648, -24.13807], [19.27839, -6.01146, -25.46624], [16.87258, -4.59753, -24.23588], [17.22947, -2.96424, -25.90289], [16.84036, -4.47880, -26.69440], [18.48059, -3.97404, -26.75976], [18.85698, -4.57157, -23.10329], [19.63380, -3.92319, -24.37748], [17.32528, -2.98868, -18.35022], [17.46982, -4.39995, -18.35910], [17.69419, -5.00104, -19.60928], [19.17238, -5.18340, -19.87932], [20.01814, -3.92055, -19.89439], [19.37478, -5.80467, -21.23247], [18.04573, -2.53949, -19.03700], [17.46853, -2.64415, -17.33301], [16.33625, -2.74233, -18.75301], [17.13443, -5.93240, -19.68073], [17.31106, -4.40814, -20.45489], [19.69339, -5.82657, -19.15730], [19.99188, -3.35921, -18.96612], [19.75748, -3.27565, -20.74391], [21.05114, -4.17239, -20.15809], [20.38974, -5.76173, -21.31867], [19.22841, -6.81192, -21.16879], [15.98788, -6.53196, -21.83827], [16.05277, -7.94586, -21.76646], [14.98910, -8.47477, -20.85018], [13.71589, -8.37850, -21.48412], [15.13900, -6.26378, -22.20288], [15.92948, -8.34034, -22.78530], [17.06150, -8.25788, -21.49107], [14.93143, -7.80861, -19.98475], [15.19421, -9.51846, -20.57779], [13.01764, -8.33723, -20.82520]]
}



Record 2
{
  "formula": "C26H73Li2N13O23",
  "method": "the ωB97M-V functional and the def2-TZVPD basis",
  "orbital_gap_ev": 2.84,
  "homo_ev": -2.10,
  "multiplicity": 1,
  "charge": -2,
  "energy_ha": -3491.8139,
  "symbols": ["Li", "Li", "C", "C", "C", "O", "C", "C", "C", "O", "O", "O", "H", "H", "C", "C", "O", "O", "H", "H", "H", "C", "C", "C", "O", "H", "H", "H", "H", "H", "H", "H", "C", "O", "N", "N", "H", "H", "H", "H", "C", "O", "N", "N", "H", "H", "H", "H", "C", "O", "N", "N", "H", "H", "H", "H", "C", "O", "N", "N", "H", "H", "H", "H", "C", "O", "N", "N", "H", "H", "H", "H", "C", "O", "N", "N", "H", "H", "H", "H", "C", "C", "C", "C", "C", "C", "N", "O", "C", "C", "C", "H", "H", "H", "H", "H", "H", "H", "H", "H", "H", "H", "H", "H", "H", "H", "H", "H", "H", "H", "O", "H", "H", "O", "H", "H", "O", "H", "H", "O", "H", "H", "O", "H", "H", "O", "H", "H", "O", "H", "H", "O", "H", "H", "O", "H", "H"],
  "xyz": [[-4.55617, 7.08683, 1.75172], [-2.01956, 5.36265, 5.18447], [-2.78730, 1.87355, 0.33210], [-2.00183, 0.91336, -0.19385], [-0.84961, 0.25188, 0.51031], [-0.16431, -0.72940, 0.05171], [-0.50490, 0.61543, 1.75410], [-1.28631, 1.65902, 2.41027], [-2.46293, 2.38739, 1.66986], [-2.82128, 3.48656, 2.03924], [-1.15350, 1.92587, 3.62698], [-2.41560, 0.51533, -1.33898], [-3.56753, 2.39820, -0.19929], [0.15432, 0.05858, 2.40351], [-2.58224, 4.06581, 10.64829], [-2.55002, 4.63381, 9.19126], [-3.52758, 4.80027, 8.38288], [-1.41633, 4.92446, 8.70353], [-2.44258, 4.92920, 11.29880], [-1.84125, 3.26916, 10.71454], [-3.56830, 3.69682, 10.93047], [0.08521, 8.78060, 1.74653], [-0.18616, 8.86870, 3.25978], [0.54002, 10.11527, 3.69854], [-1.58518, 8.76758, 3.58739], [1.15050, 8.72366, 1.52293], [-0.25711, 9.56850, 1.07562], [-0.32430, 7.87269, 1.30370], [0.43591, 8.06952, 3.66283], [0.57071, 10.06584, 4.78700], [0.21915, 11.14377, 3.53318], [1.59586, 10.05099, 3.43556], [4.53175, 2.31333, 7.92665], [5.67765, 2.67727, 7.97527], [4.27018, 1.21116, 8.52331], [3.57995, 3.03946, 7.36273], [3.33047, 0.84552, 8.46533], [5.04414, 0.62425, 8.80011], [3.83529, 3.87918, 6.86298], [2.63648, 2.67913, 7.35105], [-4.82157, -0.21520, -7.68290], [-5.58340, -0.24526, -8.65690], [-5.02017, -0.74389, -6.55148], [-3.58466, 0.26355, -7.71749], [-4.31430, -0.85408, -5.83754], [-5.93845, -1.13742, -6.40318], [-3.02135, 0.26435, -6.87916], [-3.19198, 0.63955, -8.56868], [4.29576, 0.51663, -5.05731], [5.26276, 1.02378, -5.58330], [3.16566, 0.79862, -5.53060], [4.28111, -0.19568, -3.96213], [2.57273, 0.57593, -4.74387], [3.15431, 1.63707, -6.09360], [5.21944, -0.37153, -3.63241], [3.54129, -0.69646, -3.49098], [4.38826, 4.57070, 0.90067], [4.75754, 4.58104, -0.22363], [3.79611, 3.68657, 1.54252], [4.43791, 5.67660, 1.66548], [3.60071, 3.80336, 2.52653], [3.76925, 2.73775, 1.19738], [3.70263, 5.74550, 2.35448], [4.82464, 6.53455, 1.29880], [-6.01941, -0.10500, 6.28259], [-5.72918, -1.13980, 5.81947], [-6.90623, 0.05493, 7.23313], [-5.41067, 0.97126, 5.95156], [-7.18462, 0.98725, 7.50401], [-7.38909, -0.77453, 7.54769], [-4.67338, 0.99289, 5.26160], [-5.53286, 1.73489, 6.60121], [6.44174, -4.62964, 0.98194], [7.51404, -4.46211, 0.57305], [5.90394, -5.80005, 1.24258], [5.60939, -3.64332, 1.29593], [6.44230, -6.64258, 1.09973], [5.11440, -5.64980, 1.85426], [6.05550, -2.73719, 1.29092], [4.61668, -3.82356, 1.34225], [-0.11309, -5.15548, -6.66098], [1.34322, -5.62559, -6.48484], [1.66820, -5.12242, -5.02346], [2.87941, -5.78655, -4.41106], [2.74884, -7.25955, -4.49045], [2.69058, -7.76685, -5.94392], [1.54676, -7.09199, -6.52411], [1.20619, -7.59679, -7.79059], [4.09808, -7.47647, -6.66304], [2.53501, -9.31400, -5.92491], [2.28410, -4.86134, -7.49992], [-0.39120, -4.16072, -6.31284], [-0.76358, -5.91673, -6.23032], [-0.43423, -5.17496, -7.70242], [1.72588, -4.03721, -5.10765], [0.79839, -5.31639, -4.39583], [3.00474, -5.44813, -3.38253], [3.77925, -5.44238, -4.92091], [1.76639, -7.41078, -4.04320], [3.47312, -7.87826, -3.96063], [4.16472, -7.82873, -7.69240], [4.34011, -6.41404, -6.63551], [5.02494, -7.78969, -6.18250], [3.35302, -9.79369, -5.38746], [1.52475, -9.53746, -5.58204], [2.53226, -9.65265, -6.96097], [3.25836, -4.76877, -7.01998], [1.86264, -3.85805, -7.43753], [2.23951, -5.31708, -8.48906], [2.05574, -7.55273, -8.23547], [-4.55143, 7.41475, -1.41431], [-3.85984, 6.94963, -1.88505], [-4.44970, 8.32872, -1.67991], [-0.17210, -0.12812, 7.67255], [-0.42370, 0.45926, 6.95986], [-0.84317, -0.81069, 7.66922], [-8.40575, 3.17225, 1.14535], [-8.55627, 3.34262, 2.07516], [-7.45427, 3.10609, 1.06444], [-1.17342, -5.88089, 0.34802], [-1.09303, -5.21148, -0.33144], [-0.59978, -5.57835, 1.05204], [1.67763, -4.30546, 2.42122], [1.50953, -3.63677, 1.75728], [1.71401, -3.82097, 3.24595], [2.85934, -1.92667, 5.64393], [2.13026, -1.42073, 6.00268], [3.57447, -1.29516, 5.56634], [-8.01671, 2.96678, -3.24639], [-8.14130, 3.34218, -2.37473], [-8.08726, 2.02156, -3.11294], [-3.67226, 3.89311, -4.37913], [-3.39577, 3.07566, -3.96493], [-4.57226, 4.02151, -4.07954], [-7.29164, -1.05751, -1.82145], [-7.45143, -1.27718, -0.90359], [-6.38891, -0.73969, -1.83849]]
}